P:
DFT (ωB97M-V with the def2-TZVPD basis set) results for 2 unconnected molecules or ions with the total composition C5H14O.

```
20
Properties=species:S:1:pos:R:3
C -2.066 0.719 1.380
C -1.520 -0.123 0.195
C -1.090 -1.459 0.802
O -2.617 -0.095 -0.681
H -1.605 0.630 2.361
H -3.105 0.390 1.580
H -2.198 1.767 1.101
H -0.736 0.542 -0.173
H -1.475 -1.570 1.811
H -1.534 -2.285 0.232
H -0.008 -1.612 0.869
H -2.557 -0.484 -1.559
C 2.173 0.032 -0.492
C 2.962 0.848 -1.507
H 2.710 -0.892 -0.250
H 2.069 0.541 0.466
H 1.140 -0.109 -0.800
H 4.006 0.548 -1.556
H 2.534 0.697 -2.503
H 2.915 1.914 -1.276
```

Properties
Charge: 0
Lowest unoccupied orbital energy in eV: 0.9
Structure (SMILES): CC(C)O.CC

These are the natural (NBO) partial charges, in e, on atoms 1 to 2:
1 C -0.619
2 C 0.084

=====

Q:
DFT (ωB97M-V with the def2-TZVPD basis set) results for 2 unconnected molecules or ions with the total composition C5H14O.

```
20
Properties=species:S:1:pos:R:3
C 1.334 -0.670 0.972
C 1.448 0.765 0.387
C 0.899 0.804 -1.062
C 1.269 2.172 -1.655
C -0.607 0.665 -1.051
H 0.291 -0.956 1.070
H 1.779 -1.306 0.206
H 1.853 -0.693 1.925
H 0.914 1.498 0.998
H 2.503 1.016 0.450
H 1.424 0.030 -1.614
H 1.107 2.239 -2.737
H 2.271 2.400 -1.476
H 0.693 2.984 -1.208
H -1.056 -0.309 -0.819
H -0.992 0.866 -2.059
H -1.115 1.347 -0.367
O -4.896 -4.160 2.949
H -3.958 -4.004 2.898
H -5.161 -4.689 2.194
```

Properties
Charge: 0
Lowest unoccupied orbital energy in eV: 0.8
Structure (SMILES): CCC(C)C.O

These are the natural (NBO) partial charges, in e, on atoms 1 to 2:
1 C -0.606
2 C -0.380

=====

The least stable of them is P.

=====

P:
DFT (ωB97M-V with the def2-TZVPD basis set) results for a single C3H9NOS molecule.

```
15
Properties=species:S:1:pos:R:3
O -2.806 0.785 0.795
C -1.691 1.159 -0.077
N -0.868 0.100 -0.556
C 0.533 0.204 -0.050
C 1.242 -1.138 -0.021
S 2.917 -1.048 0.622
H -2.564 -0.131 1.020
H -1.046 1.790 0.552
H -2.117 1.829 -0.817
H -0.954 -0.851 -0.736
H 0.637 0.723 0.963
H 1.083 0.827 -0.696
H 1.314 -1.558 -1.021
H 0.455 -1.847 0.377
H 3.864 -0.846 -0.356
```

Properties
Charge: 0
Lowest unoccupied orbital energy in eV: 0.7
Structure (SMILES): OCNCCS

These are the natural (NBO) partial charges, in e, on atoms 1 to 2:
1 O -0.725
2 C 0.106

=====

Q:
DFT (ωB97M-V with the def2-TZVPD basis set) results for 2 unconnected molecules or ions with the total composition C3H9NOS.

```
15
Properties=species:S:1:pos:R:3
N -1.738 -1.025 1.575
C -2.135 -0.905 0.268
O -2.219 0.151 -0.307
H -1.413 -1.954 1.776
H -1.460 -0.120 1.920
H -2.443 -1.853 -0.209
C 1.307 1.442 0.056
C 1.178 0.607 -1.207
S 1.916 -1.069 -1.056
H 2.351 1.418 0.363
H 0.679 0.985 0.823
H 0.963 2.452 -0.182
H 0.176 0.467 -1.597
H 1.864 1.007 -1.956
H 0.973 -1.603 -0.266
```

Properties
Charge: 0
Lowest unoccupied orbital energy in eV: 0.7
Structure (SMILES): NC=O.CCS

These are the natural (NBO) partial charges, in e, on atoms 1 to 2:
1 N -0.839
2 C 0.522

=====

The least stable of them is P.

=====

P:
DFT (ωB97M-V with the def2-TZVPD basis set) results for 10 unconnected molecules or ions with the total composition C36H102ClN9O4.

```
152
Properties=species:S:1:pos:R:3
N 0.621 -12.056 -20.059
H 1.437 -11.444 -20.195
H 0.667 -12.861 -20.678
H -0.269 -11.581 -20.205
H 0.682 -12.484 -19.059
N 2.220 -12.561 -24.055
H 1.889 -12.592 -25.024
H 2.447 -11.595 -23.744
H 2.963 -13.254 -23.974
H 1.516 -13.022 -23.471
N 6.016 -13.707 -22.890
H 5.276 -14.254 -23.323
H 6.553 -14.413 -22.379
H 5.547 -13.054 -22.249
H 6.643 -13.145 -23.542
Cl 3.715 -10.477 -21.120
O 2.604 -10.393 -22.090
O 4.622 -9.414 -21.351
O 3.077 -10.354 -19.828
O 4.403 -11.732 -21.247
C 3.572 -8.936 -16.602
C 4.582 -9.958 -16.097
N 4.565 -10.248 -14.665
C 5.675 -11.097 -14.214
C 5.682 -12.456 -14.920
C 4.520 -9.030 -13.853
C 5.749 -8.105 -13.895
H 3.733 -7.952 -16.167
H 2.575 -9.318 -16.365
H 3.647 -8.856 -17.686
H 4.435 -10.901 -16.630
H 5.591 -9.593 -16.356
H 6.642 -10.609 -14.350
H 5.456 -11.314 -13.169
H 6.058 -12.364 -15.942
H 6.420 -13.054 -14.380
H 4.726 -12.975 -14.914
H 4.413 -9.345 -12.810
H 3.644 -8.421 -14.073
H 6.701 -8.582 -13.674
H 5.692 -7.305 -13.153
H 5.735 -7.581 -14.855
C -1.082 -14.182 -17.842
C -0.386 -13.174 -16.927
N 0.938 -12.731 -17.375
C 1.919 -13.818 -17.423
C 3.299 -13.486 -17.993
C 1.433 -11.565 -16.621
C 1.618 -11.819 -15.122
H -0.637 -15.169 -17.705
H -0.939 -13.985 -18.907
H -2.133 -14.235 -17.570
H -0.978 -12.264 -16.789
H -0.346 -13.559 -15.901
H 1.485 -14.590 -18.072
H 2.023 -14.312 -16.451
H 3.894 -12.980 -17.232
H 3.221 -12.925 -18.923
H 3.839 -14.417 -18.173
H 2.374 -11.203 -17.039
H 0.749 -10.732 -16.811
H 2.196 -11.003 -14.683
H 0.688 -11.898 -14.559
H 2.202 -12.713 -14.901
C -0.992 -9.597 -22.821
C -1.590 -8.386 -23.528
N -2.936 -8.035 -23.140
C -3.446 -7.089 -24.136
C -4.888 -6.663 -23.907
C -3.012 -7.528 -21.770
C -2.038 -6.404 -21.400
H -0.782 -9.382 -21.766
H -0.024 -9.904 -23.230
H -1.642 -10.476 -22.857
H -0.904 -7.529 -23.443
H -1.498 -8.611 -24.594
H -2.791 -6.211 -24.246
H -3.413 -7.590 -25.108
H -5.541 -7.441 -23.517
H -4.883 -5.797 -23.245
H -5.287 -6.383 -24.883
H -2.814 -8.391 -21.128
H -4.022 -7.197 -21.541
H -2.255 -5.979 -20.421
H -1.997 -5.603 -22.143
H -1.002 -6.756 -21.370
C 5.010 -11.484 -25.238
C 6.498 -11.369 -25.586
N 7.353 -11.736 -24.448
C 8.702 -12.116 -24.869
C 8.763 -13.466 -25.556
C 7.424 -10.565 -23.530
C 7.951 -10.891 -22.130
H 4.364 -11.141 -26.049
H 4.751 -10.901 -24.351
H 4.750 -12.545 -25.114
H 6.660 -11.965 -26.481
H 6.661 -10.312 -25.827
H 9.285 -11.407 -25.471
H 9.294 -12.189 -23.952
H 8.216 -14.239 -25.011
H 8.332 -13.368 -26.554
H 9.796 -13.781 -25.691
H 6.434 -10.130 -23.383
H 8.020 -9.778 -24.002
H 7.817 -10.002 -21.516
H 9.016 -11.127 -22.148
H 7.486 -11.748 -21.640
C 3.562 -3.162 -23.764
C 2.630 -3.952 -24.692
N 1.800 -4.866 -23.900
C 0.680 -5.327 -24.726
C -0.474 -4.321 -24.795
C 2.587 -6.034 -23.490
C 1.917 -6.853 -22.394
H 4.247 -3.788 -23.188
H 2.946 -2.677 -23.005
H 4.177 -2.415 -24.264
H 1.970 -3.194 -25.111
H 3.186 -4.482 -25.476
H 1.017 -5.531 -25.757
H 0.331 -6.303 -24.384
H -0.726 -4.062 -23.765
H -0.151 -3.455 -25.365
H -1.377 -4.770 -25.208
H 3.614 -5.740 -23.285
H 2.703 -6.687 -24.377
H 0.910 -7.224 -22.583
H 1.746 -6.251 -21.495
H 2.550 -7.656 -22.009
C 4.525 -2.770 -19.261
C 4.654 -3.973 -20.180
N 5.162 -5.176 -19.531
C 5.461 -6.234 -20.499
C 6.656 -5.910 -21.401
C 4.302 -5.713 -18.491
C 2.853 -6.048 -18.873
H 5.492 -2.381 -18.944
H 3.834 -2.921 -18.432
H 4.124 -1.934 -19.842
H 3.733 -4.174 -20.745
H 5.361 -3.642 -20.946
H 4.601 -6.400 -21.161
H 5.697 -7.156 -19.969
H 7.065 -6.807 -21.859
H 7.408 -5.381 -20.810
H 6.363 -5.160 -22.140
H 4.760 -6.618 -18.084
H 4.302 -5.049 -17.620
H 2.851 -6.892 -19.569
H 2.290 -6.421 -18.015
H 2.338 -5.197 -19.316
```

Properties
Charge: +2
Lowest unoccupied orbital energy in eV: -6.6

These are the Mulliken partial charges, in e, on atoms 1 to 2:
1 N 0.144
2 H -0.086

=====

Q:
DFT (ωB97M-V with the def2-TZVPD basis set) results for 10 unconnected molecules or ions with the total composition C36H102ClN9O4.

```
152
Properties=species:S:1:pos:R:3
N -5.293 3.836 -4.142
H -5.609 4.185 -3.249
H -5.782 2.987 -4.390
H -4.286 3.794 -4.205
H -5.546 4.595 -4.759
N -5.473 -1.405 -1.616
H -6.060 -1.418 -0.794
H -4.795 -2.148 -1.525
H -4.842 -0.675 -1.318
H -5.884 -1.051 -2.468
N -1.833 1.583 4.408
H -2.832 1.543 4.270
H -1.677 2.300 5.102
H -1.412 1.705 3.499
H -1.702 0.683 4.849
Cl -0.904 0.757 -0.371
O -1.261 -0.278 0.467
O 0.117 0.298 -1.323
O -1.998 1.104 -1.137
O -0.350 1.812 0.419
C 4.450 -1.758 -5.947
C 4.716 -1.585 -7.423
N 4.087 -2.634 -8.290
C 2.596 -2.796 -8.103
C 1.869 -3.859 -8.997
C 4.355 -2.479 -9.829
C 5.835 -2.200 -10.187
H 3.457 -1.473 -5.600
H 5.063 -0.974 -5.503
H 4.755 -2.757 -5.636
H 4.467 -0.588 -7.788
H 5.790 -1.620 -7.607
H 2.544 -3.188 -7.087
H 2.146 -1.804 -8.148
H 2.606 -4.561 -9.388
H 1.158 -4.446 -8.416
H 1.556 -3.276 -9.863
H 3.706 -1.823 -10.410
H 4.152 -3.501 -10.146
H 6.053 -2.421 -11.232
H 6.511 -2.781 -9.559
H 5.960 -1.131 -10.013
C -2.493 -4.040 -4.161
C -3.492 -5.045 -3.643
N -3.423 -5.101 -2.139
C -4.489 -6.087 -1.692
C -4.164 -7.549 -2.047
C -2.067 -5.379 -1.616
C -2.106 -5.551 -0.161
H -2.363 -3.212 -3.465
H -2.717 -3.768 -5.193
H -1.475 -4.428 -4.215
H -4.473 -4.842 -4.072
H -3.176 -5.989 -4.088
H -5.486 -5.853 -2.065
H -4.579 -5.881 -0.625
H -4.475 -7.719 -3.078
H -4.772 -8.212 -1.433
H -3.139 -7.918 -2.050
H -1.619 -6.252 -2.090
H -1.477 -4.498 -1.870
H -1.064 -5.641 0.145
H -2.563 -4.667 0.285
H -2.686 -6.385 0.234
C -3.619 -1.888 8.185
C -2.405 -2.634 7.689
N -2.148 -2.346 6.225
C -3.308 -2.766 5.321
C -3.716 -4.266 5.404
C -0.829 -2.981 5.772
C 0.337 -2.490 6.599
H -3.600 -1.872 9.275
H -4.572 -2.287 7.838
H -3.667 -0.831 7.922
H -1.609 -2.358 8.380
H -2.583 -3.708 7.740
H -4.109 -2.089 5.616
H -3.047 -2.445 4.312
H -4.222 -4.495 4.467
H -2.890 -4.976 5.367
H -4.325 -4.618 6.237
H -0.748 -2.582 4.761
H -0.976 -4.031 5.521
H 0.298 -2.822 7.636
H 0.153 -1.416 6.571
H 1.287 -2.716 6.114
C 0.759 6.577 7.412
C 0.497 5.221 6.651
N -0.933 4.881 6.425
C -1.676 4.529 7.639
C -1.211 3.327 8.553
C -1.672 5.927 5.660
C -1.099 6.197 4.257
H 1.835 6.597 7.582
H 0.153 6.760 8.300
H 0.709 7.450 6.763
H 1.098 5.179 5.743
H 0.943 4.379 7.179
H -1.677 5.376 8.324
H -2.712 4.473 7.304
H -1.021 2.430 7.964
H -0.249 3.605 8.983
H -2.040 3.211 9.251
H -1.737 6.837 6.255
H -2.734 5.738 5.503
H -0.126 6.684 4.321
H -1.720 6.925 3.734
H -0.939 5.299 3.660
C 5.523 0.632 4.311
C 5.209 -0.204 3.017
N 5.736 -1.591 3.002
C 5.154 -2.589 2.081
C 5.025 -2.079 0.642
C 7.199 -1.595 3.041
C 7.754 -2.936 3.564
H 4.866 1.473 4.532
H 6.518 1.072 4.255
H 5.637 -0.024 5.174
H 4.126 -0.327 3.013
H 5.506 0.309 2.102
H 5.567 -3.598 2.112
H 4.198 -2.799 2.562
H 4.406 -2.704 -0.002
H 4.554 -1.099 0.565
H 5.995 -2.164 0.154
H 7.553 -0.668 3.493
H 7.517 -1.522 2.001
H 8.770 -2.638 3.821
H 7.726 -3.735 2.823
H 7.312 -3.272 4.502
C -0.109 7.211 -6.211
C -1.362 6.443 -5.959
N -1.084 5.609 -4.752
C -0.136 4.472 -4.993
C -0.832 3.405 -5.814
C -0.764 6.432 -3.536
C -1.845 7.520 -3.144
H 0.790 6.603 -6.318
H -0.047 7.991 -5.452
H -0.182 7.713 -7.175
H -2.109 7.201 -5.721
H -1.854 5.865 -6.741
H 0.295 4.166 -4.039
H 0.818 4.675 -5.479
H -1.752 2.997 -5.396
H -0.130 2.572 -5.782
H -0.977 3.776 -6.829
H -0.733 5.834 -2.625
H 0.302 6.658 -3.560
H -1.791 8.443 -3.721
H -2.830 7.093 -3.330
H -1.783 7.857 -2.109
```

Properties
Charge: +2
Lowest unoccupied orbital energy in eV: -6.4

These are the Mulliken partial charges, in e, on atoms 1 to 2:
1 N -0.459
2 H 0.392

=====

The least stable of them is Q.

=====

P:
DFT (ωB97M-V with the def2-TZVPD basis set) results for 2 unconnected molecules or ions with the total composition CH5BrSi.

```
8
Properties=species:S:1:pos:R:3
C 0.175 0.868 -0.041
Si -1.007 -0.577 0.183
Br -3.099 0.040 -0.150
H 0.093 1.569 0.790
H 1.202 0.516 -0.084
H -0.027 1.411 -0.961
H -0.960 -1.383 1.384
H -0.196 -2.456 -1.680
```

Properties
Charge: 0
Lowest unoccupied orbital energy (spin up / spin down) in eV: -0.6 / -0.5

These are the natural (NBO) partial charges, in e, on atoms 1 to 2:
1 C -1.137
2 Si 1.070

=====

Q:
DFT (ωB97M-V with the def2-TZVPD basis set) results for 2 unconnected molecules or ions with the total composition CH5BrSi.

```
8
Properties=species:S:1:pos:R:3
C -0.307 -0.590 0.616
Si -0.150 0.837 -0.677
Br -1.306 2.717 -0.147
H -0.009 -0.052 1.579
H -1.356 -0.829 0.813
H 0.225 -1.534 0.423
H -0.946 0.635 -1.959
H 1.703 1.542 0.384
```

Properties
Charge: 0
Lowest unoccupied orbital energy in eV: -1.0

These are the natural (NBO) partial charges, in e, on atoms 1 to 2:
1 C -1.121
2 Si 1.004

=====

The least stable of them is P.

=====

P:
DFT (ωB97M-V with the def2-TZVPD basis set) results for a single C2H3ClO2S molecule.

```
9
Properties=species:S:1:pos:R:3
C -0.238 -0.239 1.263
C -0.005 0.433 -1.025
O 1.727 1.067 0.953
O 0.621 -0.536 -1.642
S 0.321 1.289 0.759
Cl -1.736 0.529 -1.340
H -1.235 -0.426 1.478
H 0.470 -0.880 1.610
H 0.075 -1.236 -2.055
```

Properties
Charge: 0
2S+1: 3
Lowest unoccupied orbital energy (spin up / spin down) in eV: 0.3 / -1.4

These are the natural (NBO) partial charges, in e, on atoms 1 to 2:
1 C -0.564
2 C 0.075

=====

Q:
DFT (ωB97M-V with the def2-TZVPD basis set) results for a single C2H3ClO2S molecule.

```
9
Properties=species:S:1:pos:R:3
C 0.354 -0.021 0.172
C -0.859 -0.052 -0.664
O 2.861 0.117 0.206
O 0.314 -0.291 1.480
S 1.726 0.217 -0.691
Cl -1.995 1.246 0.034
H -1.264 -1.035 -0.596
H -0.548 0.363 -1.622
H -0.589 -0.544 1.681
```

Properties
Charge: 0
2S+1: 3
Lowest unoccupied orbital energy (spin up / spin down) in eV: 0.5 / -2.3

These are the natural (NBO) partial charges, in e, on atoms 1 to 2:
1 C -0.036
2 C -0.423

=====

The least stable of them is P.

=====

P:
DFT (ωB97M-V with the def2-TZVPD basis set) results for 2 unconnected molecules or ions with the total composition CHF3N2O3.

```
10
Properties=species:S:1:pos:R:3
C -0.547 -1.809 -1.364
N -0.962 -1.176 -0.209
N -1.742 0.497 -0.899
O -2.614 0.252 -1.625
O -1.086 1.305 -0.395
O 0.019 -0.633 0.527
F -1.615 -2.027 -2.108
F 0.223 -0.961 -2.201
F 0.145 -2.886 -1.097
H -0.458 -0.161 1.359
```

Properties
Charge: 0
Lowest unoccupied orbital energy (spin up / spin down) in eV: -0.3 / -0.3

These are the natural (NBO) partial charges, in e, on atoms 1 to 2:
1 C 1.024
2 N -0.230

=====

Q:
DFT (ωB97M-V with the def2-TZVPD basis set) results for 2 unconnected molecules or ions with the total composition CHF3N2O3.

```
10
Properties=species:S:1:pos:R:3
C 0.740 0.411 1.027
N -0.625 0.195 0.903
N -0.142 -1.380 -1.704
O 0.876 -1.897 -1.907
O -1.120 -0.980 -2.199
O -1.335 1.292 0.584
F 1.367 -0.726 1.465
F 1.362 0.548 -0.192
F 1.074 1.404 1.829
H -2.198 1.133 0.194
```

Properties
Charge: 0
Lowest unoccupied orbital energy (spin up / spin down) in eV: -0.7 / -1.4

These are the natural (NBO) partial charges, in e, on atoms 1 to 2:
1 C 0.999
2 N -0.093

=====

The least stable of them is Q.

=====

P:
DFT (ωB97M-V with the def2-TZVPD basis set) results for 2 unconnected molecules or ions with the total composition C4H10NP.

```
16
Properties=species:S:1:pos:R:3
C 0.489 0.571 -0.799
C -1.937 0.789 -0.687
C -0.757 -1.561 -0.744
C -0.660 -0.027 -0.770
N 2.681 0.498 1.940
P 1.097 0.099 2.408
H 1.394 -0.100 -0.940
H 0.569 1.677 -0.851
H 3.085 1.200 2.556
H -1.926 1.600 -0.051
H -2.368 0.967 -1.701
H -2.636 0.106 -0.209
H -0.674 -1.642 0.322
H -1.843 -1.885 -1.014
H 0.086 -2.146 -1.167
H 3.399 -0.146 1.708
```

Properties
Charge: 0
Lowest unoccupied orbital energy (spin up / spin down) in eV: -0.3 / -0.3

These are the natural (NBO) partial charges, in e, on atoms 1 to 2:
1 C -0.449
2 C -0.647

=====

Q:
DFT (ωB97M-V with the def2-TZVPD basis set) results for 2 unconnected molecules or ions with the total composition C4H10NP.

```
16
Properties=species:S:1:pos:R:3
C 0.841 1.143 0.862
P -0.049 -0.287 0.050
C 0.779 -1.733 0.999
C 0.455 0.094 -1.719
H 0.904 1.975 0.052
H 1.691 0.481 0.874
H 0.660 1.306 1.812
H 0.364 -1.385 1.991
H 0.419 -2.695 0.544
H 1.830 -1.578 1.052
H 0.264 -0.794 -2.345
H -0.131 0.822 -2.209
H 1.551 0.232 -1.704
C -3.232 0.862 -0.060
N -2.788 0.018 0.579
H -3.558 1.540 -0.778
```

Properties
Charge: 0
Lowest unoccupied orbital energy in eV: 1.0
Structure (SMILES): CP(C)C.C#N

These are the natural (NBO) partial charges, in e, on atoms 1 to 2:
1 C -0.911
2 P 0.765

=====

The least stable of them is P.